No. 1
16
Properties=species:S:1:pos:R:3 method="wB97M-V/def2-TZVPD" e_above_lowest_kj_mol=39.1 e_lumo_ev=0.815
C 0.0923 -1.8793 -0.0846
C 1.6498 0.0590 0.8239
C -1.1891 1.8495 -0.4955
C 0.3847 -0.3588 -0.0355
P -1.0317 0.5526 0.7863
Cl -2.6687 -0.5378 -0.1134
H -0.2984 -2.2288 0.7778
H -0.6013 -2.0083 -1.0365
H 1.0401 -2.3131 -0.3708
H 1.7440 -0.4415 1.7146
H 1.3671 1.0356 0.9963
H 2.6232 -0.0975 0.2791
H -2.0109 2.5520 -0.2677
H -1.3458 1.4166 -1.4880
H -0.1818 2.3646 -0.4222
H 0.4265 0.0352 -1.0639


No. 2
17
Properties=species:S:1:pos:R:3 method="wB97M-V/def2-TZVPD" multiplicity=3 e_lumo_ev="-4.508 / -7.000" total_charge=+1
H 1.2261 1.7366 -0.9704
C 0.0873 1.3087 1.7875
O -0.4385 0.2830 0.9599
C 0.1908 -0.0203 -0.2840
C 0.2180 1.3081 -1.0468
H -0.1559 1.0147 2.8138
H 1.1475 1.4359 1.5288
H -0.3843 2.2865 1.6247
H 1.1839 -0.3132 -0.6709
H -0.4919 2.0782 -0.7220
H 0.0233 1.0880 -2.1042
H 0.8325 -1.6303 -0.2688
C -0.2099 -2.3959 -0.8089
O -1.0015 -1.3408 -0.5225
Cu -1.9545 -0.9283 1.1677
H -0.7628 -3.3433 -0.8482
H 0.4898 -2.5675 -1.6357


No. 3
57
Properties=species:S:1:pos:R:3 method="wB97M-V/def2-TZVPD" e_lumo_ev=-6.082 total_charge=+1
Li 0.2325 0.9653 2.2481
Li -2.2370 -0.4967 2.5687
Li -2.3833 -1.8460 -2.8089
Li 1.2102 1.2532 -0.1799
Li 0.1422 -0.6425 -3.2365
Li -2.0740 -3.5714 -0.8275
N -1.6865 -4.7347 0.7013
S -2.7989 -5.4641 1.5516
O -3.6745 -4.7215 2.4251
O -2.6490 -6.8403 1.8724
F -3.8389 -5.5035 0.2895
S -1.0877 -3.9558 2.0826
O -0.7372 -4.7220 3.2291
O -1.5976 -2.6213 2.2554
F 0.3962 -3.7102 1.4190
N 2.0402 -0.5859 -3.9223
S 2.6673 0.4868 -4.9082
O 3.9771 0.2135 -5.3999
O 2.3416 1.8445 -4.5201
F 1.6619 0.1351 -6.0961
S 3.1661 -0.3114 -2.5916
O 2.6643 0.5453 -1.5145
O 4.5837 -0.3585 -2.7610
F 2.8434 -1.7631 -1.9513
N -1.1259 0.6394 3.6978
S -1.7550 1.7070 4.6804
O -0.9045 2.7014 5.3449
O -2.9798 1.2792 5.3524
F -2.3247 2.6023 3.4709
S -0.1835 -0.0831 5.0227
O -0.8642 -0.6635 6.1300
O 1.0268 0.6410 5.3036
F 0.3121 -1.3273 4.1533
N -0.8556 -0.6097 -0.2940
O -0.7127 -0.2701 0.8969
O -0.1078 -0.0843 -1.1229
O -1.7033 -1.4153 -0.5936
N 0.1247 -4.0503 -3.1048
O 0.0745 -5.0012 -2.3247
O 0.7456 -4.0485 -4.1627
O -0.2880 -2.9339 -2.6305
C 2.6402 3.5535 -1.5597
O 1.4631 2.9618 -1.0730
C 0.2670 3.5252 -1.6034
C -0.9333 2.9883 -0.8186
O -0.6505 2.7216 0.5632
C -0.2823 3.8450 1.4049
H 2.6617 3.6112 -2.6508
H 3.5515 3.0548 -1.2378
H 2.7785 4.6062 -1.2926
H 0.3095 3.5740 -2.6931
H 0.2975 4.5898 -1.3454
H -1.3873 2.0734 -1.1979
H -1.7067 3.7522 -0.9260
H -0.1672 3.5712 2.4502
H -1.0670 4.5990 1.3163
H 0.5845 4.2952 0.9192


No. 4
16
Properties=species:S:1:pos:R:3 method="wB97M-V/def2-TZVPD" e_above_lowest_kj_mol=93.2 e_lumo_ev=1.104
C -2.1180 -0.1392 -0.1023
C -0.7513 -0.6500 -0.3504
C 0.3686 0.1832 0.4407
C 1.8742 -0.4114 0.5278
H -2.4203 0.0256 0.9151
H -2.0191 0.8494 -0.5175
H -2.8049 -0.6584 -0.7448
H -0.4809 -0.5255 -1.3640
H -0.5628 -1.7029 -0.1288
H 0.0828 0.1501 1.5160
H 0.1625 1.4604 -1.0324
H 1.4195 1.5256 -0.3247
H 1.9101 -1.5110 0.6649
H 2.3420 0.1137 1.2987
N 0.4685 1.5436 -0.0754
F 2.5292 -0.2531 -0.7228


No. 5
16
Properties=species:S:1:pos:R:3 method="wB97M-V/def2-TZVPD" e_above_lowest_kj_mol=82.6 e_lumo_ev=1.189
C -1.8949 -1.4392 -0.3275
C -1.0008 -0.3809 0.3372
C 0.1741 0.1820 -0.4398
C 1.0198 0.9666 0.5086
H -2.5597 -1.9647 0.3952
H -2.5439 -1.1668 -1.2397
H -1.2002 -2.2389 -0.6314
H -1.5677 0.5976 0.5335
H -0.2217 0.8122 -1.2193
H 0.6866 -0.7257 -0.8698
H 1.2341 0.3954 1.4682
H 0.4300 1.7797 0.7751
H 2.8776 1.9333 0.1889
H 2.6794 0.6629 -0.6393
N 2.1789 1.4774 -0.3228
F -0.2916 -0.8911 1.4829


No. 6
17
Properties=species:S:1:pos:R:3 method="wB97M-V/def2-TZVPD" e_above_lowest_kj_mol=72.5 e_lumo_ev=-4.705 total_charge=+1
C 1.8242 -0.6711 0.4348
C -0.3161 1.5666 -0.3317
C -0.6990 0.2417 0.2372
C -1.7026 -0.4843 -0.3529
N 2.4790 0.3647 -0.0309
N -2.2549 -1.5946 0.1351
F 1.6435 -1.6961 -0.3560
H -0.5894 2.3663 0.3561
H -0.8189 1.7380 -1.2789
H 0.7600 1.6585 -0.5089
H 1.6218 -0.8408 1.4808
H -0.4847 0.0653 1.2815
H -2.0607 -0.1764 -1.3282
H 2.7807 0.3730 -1.0012
H -1.9835 -1.9512 1.0390
H 2.7971 1.1062 0.5784
H -2.9966 -2.0658 -0.3542